Formula: C4H9N3O
Source: the Open Molecules 2025 dataset
Level of theory: ωB97M-V with the def2-TZVPD basis set

Last column: natural (NBO) charge in e.
Cartesian coordinates (Å):
H1 -2.574 1.331 -0.580  0.36
N1 -2.131 0.496 0.004  -0.77
C1 -0.792 0.812 -0.061  0.42
N2 -0.354 2.098 -0.073  -0.81
C2 0.136 -0.277 0.219  -0.03
C3 1.575 -0.225 0.592  -0.42
C4 2.479 0.096 -0.525  -0.61
N3 -0.048 -1.548 0.082  0.02
O1 -1.275 -1.888 -0.204  -0.50
H2 0.631 1.970 0.287  0.39
H3 -0.928 2.815 0.614  0.42
H4 1.787 0.583 1.407  0.18
H5 2.008 -1.112 1.155  0.26
H6 3.437 0.293 -0.170  0.21
H7 2.692 -0.618 -1.239  0.22
H8 2.285 1.077 -1.162  0.19
H9 -1.804 -0.988 -0.120  0.47

Its SMILES is [H]/N=C(N)/C(CC)=N\O. As for the energy above the lowest of the compared OMol25 structures with the same formula, charge and spin: 445.40 kJ/mol. As for the gap between HOMO and LUMO: 9.12 eV. The HOMO energy comes out at -9.245 eV. As for the max |F|: 5.48 eV/Å. The calculation puts the lowest unoccupied orbital energy at -0.12 eV. The spin multiplicity is 1.